# C9H31MnO9

A structure of composition C9H31MnO9 at a distorted geometry (the ωB97M-V functional and the def2-TZVPD basis, the Open Molecules 2025 dataset).

```
! RIJCOSX wB97M-V def2-TZVPD def2/J DEFGRID3
* xyz 1 6
H 3.738 0.542 0.227
O 0.166 -3.501 -1.074
H -0.157 -0.405 -0.709
Mn 1.479 -1.778 3.264
H 4.971 -0.460 -1.501
H -2.087 2.403 2.846
H -2.117 3.863 1.795
O -0.239 3.015 2.231
C -0.200 -4.894 -0.624
O 5.271 0.337 -1.055
C -3.131 -1.911 1.455
H 0.835 1.112 -0.245
H -2.745 1.503 -1.866
H -4.287 1.245 -0.997
O 0.647 -1.602 1.312
H -1.039 4.464 -0.742
H 2.784 -3.963 -1.376
H -2.922 -1.174 0.680
H 0.217 4.897 -1.890
H 0.641 -5.444 -0.201
H -1.153 -4.960 -0.099
O 0.755 0.127 2.399
O -2.193 -3.032 1.393
H -1.611 -2.916 2.147
H 4.883 -0.795 0.480
H -0.046 2.141 2.579
H -1.677 3.912 3.551
H -0.755 1.067 0.047
H -1.586 4.382 -3.480
H 0.090 -2.884 -0.343
C 4.791 0.261 0.224
C -3.525 1.976 -1.269
O -1.800 4.775 -2.631
O -3.959 3.167 -1.722
H 2.558 -2.634 -0.253
H 4.044 -3.558 -0.172
C -1.610 3.355 2.616
H -3.186 -1.474 2.452
H 5.174 0.898 1.021
C 3.300 -3.153 -0.859
C -0.707 4.332 -1.772
C 0.508 -0.373 1.304
H 3.150 -2.163 -2.624
O 3.715 -2.213 -1.849
H -3.209 3.656 -2.069
H -3.018 2.131 -0.317
C 0.082 0.370 0.020
H -4.067 -2.385 1.158
H -0.529 3.273 -1.957
H -0.247 -5.530 -1.508
*
```

Its energy above the lowest of the compared OMol25 structures with the same formula, charge and spin is 308.3 kJ/mol. The HOMO energy (alpha / beta) comes out at -11.7 / -11.7 eV. The total energy comes out at -2189.1821 Ha.

Atomic partial charges in e from the natural (NBO) method, atoms 1 to 4: number 1, H, carries 0.13; number 2, O, carries -0.75; number 3, H, carries 0.26; number 4, Mn, carries 1.69

# C9H32Be2O11Ti

A structure of composition C9H32Be2O11Ti at a distorted geometry (the ωB97M-V functional and the def2-TZVPD basis, the Open Molecules 2025 dataset).

```
! RIJCOSX wB97M-V def2-TZVPD def2/J DEFGRID3
* xyz 3 4
H -1.053 -2.941 3.268
O 1.577 0.234 -2.828
O -1.374 1.579 -0.246
O 1.707 -2.316 0.683
H 2.620 0.870 4.601
Be -0.660 3.871 -1.064
O -0.885 -1.926 1.487
H -2.459 -1.995 2.823
H -0.950 -1.162 3.332
H -4.067 -1.097 0.814
H -4.942 -0.497 2.241
O 3.748 2.322 -0.750
H -2.503 0.445 -1.260
Be 2.396 1.889 1.305
H 2.254 -1.353 -1.778
C 4.926 3.052 -1.065
H 1.981 -4.507 0.423
O -3.269 0.586 1.712
C -1.370 -2.012 2.794
H -2.821 0.772 0.884
C 2.204 -3.632 1.033
H 1.143 -0.911 4.490
H 0.765 -2.240 0.851
O 0.003 0.597 1.064
O -3.182 -0.066 -1.706
O -1.713 3.414 -3.372
H -2.038 1.790 -4.548
C 1.685 -1.199 -2.695
H 3.163 2.329 -1.511
H -5.053 0.389 0.739
H -2.086 -1.735 -0.990
C -4.377 -0.203 1.356
H 1.927 -3.873 2.060
H -3.207 2.001 -3.245
H -1.913 -1.421 -2.730
H 2.326 -1.581 -3.489
H 0.691 -1.646 -2.670
H 1.250 0.654 -2.029
C -0.314 1.011 -0.036
H -0.719 -0.997 1.310
H 3.283 -3.494 0.977
H -1.541 1.453 -2.850
Ti -1.365 2.010 2.452
H 2.726 -1.304 3.769
O 2.233 0.681 3.743
O 0.641 1.505 -0.646
C -2.151 2.077 -3.503
H 5.475 2.424 -1.767
H -2.122 3.868 -4.112
C 1.843 -0.670 3.689
H 5.467 3.235 -0.137
C -2.592 -1.361 -1.880
H -3.438 -1.969 -2.200
H 4.785 4.013 -1.560
H 1.347 -0.967 2.764
*
```

The HOMO energy (alpha / beta) comes out at -17.0 / -17.1 eV. The total energy comes out at -2067.1964 Ha.

Atomic partial charges in e from the natural (NBO) method, atoms 1 to 4: number 1, H, carries 0.22; number 2, O, carries -0.71; number 3, O, carries -0.87; number 4, O, carries -0.70

# C9H32N5O10

A cluster of 8 separate species, C9H32N5O10 in total at a distorted geometry (the ωB97M-V functional and the def2-TZVPD basis, the Open Molecules 2025 dataset).

```
! RIJCOSX wB97M-V def2-TZVPD def2/J DEFGRID3
* xyz -1 1
H 1.646 -0.724 -1.032
C -3.260 0.637 -2.920
O -0.158 0.900 -0.331
O 4.059 2.060 1.963
O -5.049 -0.859 3.922
H -2.193 0.745 -2.722
H 2.870 1.387 -4.324
N -2.899 -0.542 3.504
H 1.169 2.430 0.977
N -0.906 0.081 0.239
O 1.641 0.070 4.211
H 2.185 -0.211 -4.781
H -0.038 -3.725 0.708
C -0.420 -3.694 1.728
H 3.306 -1.894 -1.676
O 0.841 1.915 -2.630
C -4.146 -0.654 3.129
O -3.403 -0.757 -2.799
H 0.459 1.464 -1.873
N -4.237 -0.755 1.808
H -2.240 -0.764 2.771
C 2.986 1.817 1.483
H -3.523 1.063 -3.888
H 1.064 2.649 -5.113
H -0.701 -4.735 1.887
C 1.808 1.330 4.816
H -3.065 -0.930 -1.917
H 0.511 -2.060 2.248
H -3.751 1.209 -2.132
O -0.620 -0.376 1.303
H 2.748 0.080 -3.137
H 3.262 -0.030 0.907
C 1.514 -1.803 -1.107
N 2.587 0.722 0.918
H 1.633 0.465 0.711
O 0.432 -2.953 2.593
H 0.277 0.192 -3.470
H -1.427 -3.278 1.689
H -3.423 -0.559 1.243
H 2.310 1.120 5.761
H -2.772 -0.617 4.503
H 2.152 3.653 1.793
H -0.001 1.338 -5.779
H 1.037 0.195 3.476
H 1.658 -2.205 -0.104
H -5.079 -1.171 1.436
C 2.263 0.543 -3.997
C 0.886 1.066 -3.702
O -1.870 -0.434 -0.287
H 0.489 -1.890 -1.469
H -0.601 2.369 -4.548
O 2.463 -2.299 -1.891
H 2.358 2.086 4.256
N 2.024 2.718 1.433
H 0.833 1.723 5.107
C 0.314 1.889 -4.893
*
```

Its energy above the lowest of the compared OMol25 structures with the same formula, charge and spin is 27.1 kJ/mol. The HOMO energy comes out at -7.2 eV. The total energy comes out at -1388.2448 Ha.

Atomic partial charges in e from the natural (NBO) method, atoms 1 to 4: number 1, H, carries 0.16; number 2, C, carries -0.25; number 3, O, carries -0.58; number 4, O, carries -0.69

# C9H32N6O10

A cluster of 7 separate species, C9H32N6O10 in total at a distorted geometry (the ωB97M-V functional and the def2-TZVPD basis, the Open Molecules 2025 dataset).

```
! RIJCOSX wB97M-V def2-TZVPD def2/J DEFGRID3
* xyz 0 1
H -3.557 -3.721 -0.172
N -1.439 1.332 3.264
H -2.429 2.836 4.753
O 2.664 -0.263 4.012
H -1.511 -2.470 -5.111
H 3.568 1.165 -3.188
H -2.140 1.969 2.914
O 3.871 2.160 3.212
H -1.081 2.814 5.924
C 1.973 -0.291 -1.405
C -2.860 -4.112 -0.913
N -0.981 -0.384 -2.904
H 1.480 0.633 -1.102
H -0.523 4.250 1.463
H -3.044 -3.047 -3.397
H -2.250 -2.385 -0.255
C -1.069 -0.841 -4.136
O -3.917 -3.113 -3.003
C -0.131 3.104 0.001
H 3.445 -0.361 2.170
H 1.899 0.153 4.416
H 1.690 -2.208 -0.838
H -1.137 0.439 2.901
H 2.809 -0.400 -0.713
H -0.405 -2.613 -3.714
H 2.541 1.963 1.653
C -0.781 1.768 4.346
H -1.934 3.401 1.046
O 0.153 1.146 4.897
O -1.980 -3.007 -0.934
H 1.711 -0.237 -3.576
C -3.628 -4.380 -2.285
H -0.886 0.613 -2.772
H 4.152 1.572 3.916
O -1.307 -0.115 -5.106
O 3.653 0.221 -3.033
C 2.680 1.655 2.689
H -0.645 0.668 0.306
H 1.148 4.646 0.412
O 1.171 -1.435 -1.070
H -0.082 -0.719 0.081
N -1.077 -2.108 -4.274
H 1.898 2.142 3.272
O -0.379 2.261 -0.768
H 2.810 -1.551 -3.067
C 2.463 -0.541 -2.848
H 1.735 3.486 -0.719
O -0.716 -0.236 0.612
H -0.569 -1.043 -2.260
N -1.014 3.710 0.765
N 1.021 3.763 -0.061
H -4.492 -4.969 -1.977
H -2.460 -4.990 -0.407
C 2.607 0.143 2.653
N -1.472 2.640 5.009
H -2.907 -4.928 -2.892
H 1.663 -0.182 2.216
*
```

Its energy above the lowest of the compared OMol25 structures with the same formula, charge and spin is 29.5 kJ/mol. As for the SMILES: NC(N)=O.NC(N)=O.NC(N)=O.OCCO.OCCO.OCCO.O. The HOMO energy comes out at -9.1 eV. The total energy comes out at -1443.0262 Ha.

Atomic partial charges in e from the natural (NBO) method, atoms 1 to 4: number 1, H, carries 0.15; number 2, N, carries -0.84; number 3, H, carries 0.39; number 4, O, carries -0.75

# C9H34N14O8

A cluster of 8 separate species, C9H34N14O8 in total at a distorted geometry (the ωB97M-V functional and the def2-TZVPD basis, the Open Molecules 2025 dataset).

```
! RIJCOSX wB97M-V def2-TZVPD def2/J DEFGRID3
* xyz 0 1
H -2.221 0.848 4.829
C 1.085 3.049 0.411
H -2.159 2.017 -0.499
H -3.809 -0.954 0.894
H 0.259 3.397 -5.443
H -1.907 -0.313 1.363
N 1.686 1.885 0.500
H 2.337 -3.143 -3.383
H 5.040 -1.428 -0.059
H -1.395 -2.237 1.517
N 2.233 -3.169 -2.378
H -3.559 0.703 1.737
H 1.218 -5.270 -0.176
H 0.415 4.591 1.413
N -1.530 1.575 -1.155
C 1.989 -4.359 -1.882
H -5.404 -1.454 0.230
O 2.677 -0.946 -0.431
H 0.679 4.487 -3.765
C -1.257 0.633 4.368
H 1.322 3.628 -2.405
H -1.336 -3.354 4.543
H -0.837 2.097 -1.671
H -1.601 -2.010 3.568
N -0.640 -2.907 1.529
O -1.895 -0.484 -0.233
H -0.859 -0.322 4.712
H 4.249 0.568 -2.530
C 3.615 -0.475 -0.977
O -2.027 -0.188 2.308
N 1.750 -4.491 -0.538
C -0.386 -3.416 2.696
H 2.044 1.415 1.320
N -4.382 1.070 1.281
H 2.205 -2.320 -1.831
H 1.879 1.712 -0.476
N -0.105 0.140 -1.393
H -4.440 2.073 1.178
H -0.091 1.698 -5.513
H -1.496 1.656 2.506
C 1.071 2.450 -3.989
H 2.489 0.594 -2.285
O 1.582 1.426 -3.573
N -4.811 -0.865 0.798
H -0.117 -3.287 0.753
O -6.443 0.632 0.549
H 1.152 3.266 2.366
N 4.846 -0.774 -0.804
C -1.318 0.290 -0.983
N 0.941 3.733 1.496
O 0.468 -4.191 2.822
H -0.104 0.623 2.512
N 1.063 3.635 -3.382
O 0.735 3.552 -0.645
C -5.334 0.290 0.947
H -0.640 1.396 4.843
N 0.220 2.499 -4.982
H 1.805 -3.675 0.055
H 5.424 -0.655 -1.624
H 0.313 0.891 -1.924
N 3.424 0.353 -1.989
O 1.707 -5.325 -2.583
H 0.389 -0.698 -1.121
N -1.076 -2.862 3.700
C -1.127 0.700 2.879
*
```

Its energy above the lowest of the compared OMol25 structures with the same formula, charge and spin is 408.8 kJ/mol. As for the SMILES: NC(N)=O.NC(N)=O.NC(N)=O.NC(N)=O.NC(N)=O.NC(N)=O.NC(N)=O.CCO. The HOMO energy comes out at -9.1 eV. The total energy comes out at -1731.9736 Ha.

Atomic partial charges in e from the natural (NBO) method, atoms 1 to 4: number 1, H, carries 0.23; number 2, C, carries 0.77; number 3, H, carries 0.40; number 4, H, carries 0.40

# C9H36BeN18O9

A structure of composition C9H36BeN18O9 at a distorted geometry (the ωB97M-V functional and the def2-TZVPD basis, the Open Molecules 2025 dataset).

```
! RIJCOSX wB97M-V def2-TZVPD def2/J DEFGRID3
* xyz 2 1
H 2.906 1.903 -2.067
H 3.566 -3.009 2.044
H 3.188 -3.315 -3.685
N -0.299 3.242 -3.316
C 0.111 2.023 -3.518
C -1.827 -0.710 2.518
O -2.296 0.693 -1.620
H -0.203 -1.412 3.263
N 0.241 3.904 -0.105
N -3.997 1.787 -2.549
H -3.386 0.255 2.252
H -2.012 2.589 1.535
C -2.295 -2.970 -0.328
H -1.575 -1.231 4.372
N 3.460 2.022 -1.231
H 1.668 0.716 3.213
C 1.222 2.348 3.768
O 0.777 -1.960 0.875
N -2.993 -0.328 2.977
O -2.061 -1.989 -1.085
H 0.704 0.955 -5.096
C -0.355 2.964 0.515
H -1.647 -4.727 0.498
N 0.017 1.604 -4.740
N -1.401 -3.853 0.057
H 1.634 -3.617 3.380
H -3.585 -4.352 0.390
N 4.099 1.380 0.628
H 1.974 -2.130 -4.249
N -3.525 -3.404 0.046
H 3.340 -3.952 -1.971
H -4.755 1.575 -3.181
H -3.541 2.647 -2.278
H 4.819 2.086 0.576
N 2.832 -2.466 1.614
N -4.105 -0.321 -2.284
N 0.310 1.812 4.473
N 1.435 1.597 2.777
N 2.435 -2.661 -3.525
H -3.766 -1.133 -1.788
C 3.349 1.113 -0.353
N 2.523 -3.523 -1.560
H 0.053 -3.283 2.736
H -3.534 -1.048 3.435
H -1.624 4.276 1.094
H -4.146 -2.663 0.339
O 0.421 1.265 -2.609
H -0.145 3.422 -2.335
O -0.054 1.826 0.436
H -4.978 -0.295 -2.791
H 3.936 0.954 1.529
H 2.029 2.060 2.104
H -0.153 1.012 4.068
C -3.389 0.689 -2.095
N -1.189 -1.282 3.440
H 2.444 -3.370 -0.565
Be -0.256 -0.304 -0.798
C 1.545 -2.619 1.580
H -0.147 2.325 5.214
O 2.431 0.245 -0.409
H -0.526 3.986 -3.960
H -0.353 2.237 -5.434
N -1.364 3.315 1.262
O -1.444 -0.317 1.442
H -0.441 -3.573 -0.087
C 1.867 -2.664 -2.396
O 1.899 3.355 3.969
H 1.002 3.684 -0.731
O 0.898 -2.049 -2.110
N 1.057 -3.226 2.648
H 4.218 2.689 -1.257
H 3.084 -1.641 1.087
H -0.127 4.843 -0.043
*
```

Its energy above the lowest of the compared OMol25 structures with the same formula, charge and spin is 688.4 kJ/mol. The HOMO energy comes out at -13.2 eV. The total energy comes out at -2041.7229 Ha.

Atomic partial charges in e from the Löwdin method, atoms 1 to 4: number 1, H, carries 0.12; number 2, H, carries 0.14; number 3, H, carries 0.13; number 4, N, carries 0.21